This record from OMol25 describes a cluster of 13 separate species, C5H33NO12 in total in a non-equilibrium geometry. The level of theory is ωB97M-V with the def2-TZVPD basis set.

CARTESIAN COORDINATES (ANGSTROEM)
C -2.431 -0.032 -1.753
C -1.203 -0.996 -1.994
C 0.027 -0.407 -1.447
C 0.860 0.499 -2.204
N 2.022 1.085 -1.681
C 3.034 0.340 -1.375
H -2.681 -0.219 -0.662
H -3.390 -0.283 -2.172
H -2.102 0.987 -2.064
H -1.079 -1.267 -3.026
H -1.419 -1.963 -1.649
H 0.279 -0.487 -0.418
H 0.750 0.710 -3.297
H 3.996 0.852 -1.142
H 2.976 -0.705 -1.539
H -2.505 2.982 2.919
H -1.511 2.033 2.218
O -2.490 2.330 2.320
H 2.866 -3.338 -2.262
H 1.408 -2.932 -2.372
O 1.985 -3.487 -1.868
H -1.612 2.275 -3.015
H -0.942 3.095 -4.036
O -1.252 2.195 -3.932
H -1.151 -3.705 0.655
H -0.917 -2.238 0.530
O -1.715 -2.884 0.661
H 2.282 -0.497 1.199
H 1.279 -0.088 2.238
O 1.637 -0.967 1.798
H 3.397 -1.757 3.326
H 1.940 -1.570 3.656
O 2.736 -2.076 3.823
H -0.748 2.151 -0.005
H -1.856 1.084 0.158
O -0.917 1.274 0.197
H 1.560 -3.512 2.029
H 1.467 -3.395 0.525
O 0.926 -3.558 1.280
H 1.714 3.331 1.872
H 1.960 2.901 0.519
O 1.801 3.715 0.989
H -0.927 4.661 -0.741
H 0.073 4.098 -1.774
O -0.885 4.169 -1.623
H -0.568 -0.513 2.998
H -0.447 0.440 1.640
O -0.314 0.400 2.671
H -2.686 -0.831 2.821
H -2.616 -2.187 2.091
O -2.610 -1.714 2.916

The calculation puts the relative energy (zero: lowest compared OMol25 entry of this formula, charge and spin) at 345.6 kJ/mol. The spin multiplicity is 2. The expectation value of S² is 0.75. Its total charge is -1. The calculated total energy is -1167.78788 hartree.

This record from OMol25 describes a structure of composition C46H46BClN10O4PPb in a non-equilibrium geometry. The level of theory is ωB97M-V with the def2-TZVPD basis set.

CARTESIAN COORDINATES (ANGSTROEM)
Pb 0.431 0.357 1.282
N 0.090 4.783 1.732
P -0.518 3.525 0.730
C -2.108 4.362 0.328
C -2.116 5.643 -0.230
C -3.323 6.266 -0.504
C -4.521 5.624 -0.214
C -4.513 4.354 0.339
C -3.309 3.721 0.610
C 0.326 3.747 -0.864
C 1.608 4.239 -0.921
C 2.319 4.248 -2.115
C 1.788 3.690 -3.288
C 0.550 3.138 -3.274
C -0.317 3.181 -2.089
C 1.042 4.432 2.694
C 1.265 5.188 3.844
C 2.239 4.751 4.722
C 2.955 3.597 4.428
C 2.658 2.921 3.261
N 1.720 3.328 2.405
H -0.560 5.509 1.993
H -1.180 6.144 -0.452
H -3.329 7.252 -0.950
H -5.460 6.113 -0.434
H -5.447 3.853 0.557
H -3.297 2.722 1.034
H 2.076 4.608 -0.017
H 3.312 4.679 -2.138
H 2.390 3.669 -4.186
H 0.141 2.665 -4.159
H -1.157 3.852 -2.356
H 0.675 6.073 4.043
H 2.435 5.308 5.628
H 3.716 3.227 5.099
H 3.176 2.005 3.000
N -1.123 0.510 3.336
C -0.307 0.410 4.550
C 0.873 -0.584 4.342
O 1.455 -0.979 5.339
O 1.147 -0.893 3.127
H -1.775 1.285 3.385
H -1.668 -0.336 3.214
H -0.871 0.069 5.419
H 0.131 1.385 4.772
Cl -3.353 3.577 -3.172
C -3.061 1.873 -3.386
C -3.978 1.192 -4.175
C -3.861 -0.175 -4.345
C -2.793 -0.854 -3.781
C -1.858 -0.154 -3.040
C -1.977 1.217 -2.797
C -0.993 1.800 -1.810
H -4.800 1.724 -4.634
H -4.612 -0.707 -4.913
H -2.688 -1.921 -3.926
H -1.008 -0.670 -2.610
H -1.509 1.876 -0.849
H -0.176 1.091 -1.701
C 3.478 -1.535 -4.789
N 2.332 -1.574 -3.894
C 1.402 -2.682 -4.061
C 2.019 -0.543 -3.140
N 1.742 0.340 -2.441
H 3.152 -1.572 -5.831
H 4.123 -2.394 -4.598
H 4.047 -0.622 -4.631
H 0.925 -2.643 -5.044
H 0.633 -2.649 -3.294
H 1.945 -3.625 -3.980
O -1.733 -2.171 -0.169
B -1.569 -0.928 0.438
O -2.837 -0.405 0.731
C -3.760 -1.337 0.318
C -5.135 -1.304 0.398
C -5.815 -2.421 -0.077
C -5.137 -3.515 -0.604
C -3.749 -3.535 -0.692
C -3.082 -2.423 -0.224
H -5.655 -0.453 0.818
H -6.894 -2.443 -0.021
H -5.703 -4.367 -0.954
H -3.218 -4.390 -1.087
C 1.199 -3.160 -0.388
C 2.355 -2.367 0.099
N 2.310 -1.094 0.436
C 3.572 -0.742 0.841
C 4.390 -1.818 0.762
N 3.615 -2.854 0.286
C 4.133 -4.184 0.004
N 3.277 -5.224 0.483
N 2.624 -6.030 -0.395
N 1.824 -6.787 0.237
C 1.898 -6.497 1.581
C 1.201 -7.012 2.676
C 1.488 -6.475 3.909
C 2.451 -5.462 4.072
C 3.147 -4.941 3.005
C 2.843 -5.474 1.754
H 0.530 -2.511 -0.946
H 0.632 -3.546 0.462
H 1.506 -3.997 -1.007
H 3.803 0.263 1.148
H 5.430 -1.947 1.007
H 5.116 -4.254 0.471
H 4.238 -4.348 -1.070
H 0.469 -7.796 2.542
H 0.963 -6.832 4.784
H 2.647 -5.077 5.063
H 3.879 -4.154 3.129

The calculation puts the relative energy (zero: lowest compared OMol25 entry of this formula, charge and spin) at 391.6 kJ/mol. The spin multiplicity is 1. Its total charge is +1. The calculated total energy is -3648.12023 hartree.

This record from OMol25 describes a structure of composition C23H30F5O6PbTe in a non-equilibrium geometry. The level of theory is ωB97M-V with the def2-TZVPD basis set.

CARTESIAN COORDINATES (ANGSTROEM)
C 1.778 -0.861 -3.774
C 1.750 -0.070 -2.385
C 1.015 -2.197 -3.465
C 1.438 -2.533 -1.975
H 1.347 -2.965 -4.172
H -0.061 -2.000 -3.514
C 2.043 -1.201 -1.370
H 0.729 0.317 -2.264
H 2.505 0.732 -2.373
C 1.338 -1.055 0.018
H 3.131 -1.325 -1.257
H 2.225 -3.299 -2.007
C 0.316 -2.925 -0.950
C 0.990 -0.152 -4.842
C 3.247 -1.194 -4.158
O 3.524 -2.254 -4.664
O 0.186 0.716 -4.681
O 1.334 -0.634 -6.075
O 4.107 -0.162 -3.904
C 4.409 0.920 -4.902
H 4.131 1.838 -4.390
H 3.827 0.786 -5.833
H 5.489 0.882 -5.101
C 0.762 0.104 -7.203
H -0.320 0.181 -7.109
H 1.062 -0.493 -8.054
H 1.227 1.079 -7.210
O 0.706 -2.304 0.324
H 0.550 -0.289 -0.029
H 2.074 -0.819 0.795
C 0.263 -4.439 -0.780
C -1.084 -2.359 -1.309
H -1.506 -2.899 -2.171
H -1.047 -1.280 -1.515
H -1.728 -2.524 -0.442
H -0.554 -4.683 -0.100
H 1.210 -4.802 -0.365
H 0.077 -4.926 -1.754
Pb -1.611 0.448 2.931
C -0.501 0.805 5.195
C 0.396 0.016 4.334
C 0.966 0.965 3.389
H 0.424 -1.119 4.320
C 0.502 2.300 3.714
C -0.349 2.207 4.849
H -0.869 3.055 5.342
H -0.994 0.317 6.054
H 1.649 0.695 2.555
H 0.789 3.253 3.202
C -3.852 1.379 2.306
C -3.432 2.367 3.300
C -2.405 3.214 2.745
H -4.000 2.622 4.211
C -2.136 2.750 1.423
C -3.006 1.606 1.134
H -2.997 0.946 0.227
H -4.556 0.518 2.518
H -1.960 4.102 3.271
H -1.385 3.171 0.715
F -3.674 2.981 8.247
Te -3.294 1.840 6.646
F -2.831 3.502 5.900
F -3.849 0.346 7.694
F -1.609 1.776 7.472
F -5.073 2.182 6.172
O -2.836 0.845 5.092

The spin multiplicity is 1. Its total charge is -1. The calculated total energy is -2305.97529 hartree.

This record from OMol25 describes a structure of composition C33H71Br3ClFI2N11O11P2 in a non-equilibrium geometry. The level of theory is ωB97M-V with the def2-TZVPD basis set.

CARTESIAN COORDINATES (ANGSTROEM)
C -2.942 -2.343 1.655
C -3.928 -1.611 0.574
C -4.315 -0.068 0.782
O -3.724 1.086 0.351
N -2.658 1.291 -0.366
C -2.470 0.330 -1.565
I -0.644 -0.754 -2.207
C -3.596 -0.135 -2.474
C -5.154 0.299 -2.350
I -3.305 -1.575 -4.157
C -1.579 1.057 0.722
C -1.659 1.503 2.209
C -2.645 1.240 3.410
N -3.966 1.948 3.521
N -2.854 -0.166 3.926
N -1.885 1.875 4.619
C -0.064 1.632 0.325
F 0.913 0.488 0.519
O 0.107 2.249 -0.935
C -0.994 3.125 -1.401
C -0.678 2.974 -3.042
Br 1.315 2.533 -3.309
C -0.828 4.325 -3.933
C -1.411 3.790 -5.413
Br 0.941 5.200 -4.432
P -0.366 4.850 -0.734
N -0.386 4.919 0.916
O -1.274 6.210 -1.289
O 1.356 5.086 -1.113
C -2.488 2.721 -0.923
Cl -3.508 3.079 -2.490
P -3.468 4.134 -0.003
O -3.256 4.204 1.690
Br -5.755 3.670 -0.154
H -3.622 -2.651 2.581
H -2.006 -1.744 1.996
H -2.604 -3.372 1.156
H -3.528 -1.961 -0.468
H -4.947 -2.234 0.691
H -4.578 -0.020 1.953
H -5.446 -0.008 0.362
H -5.411 1.168 -1.622
H -5.548 0.569 -3.443
H -5.767 -0.678 -2.042
H -1.439 -0.130 0.673
H -0.642 1.033 2.669
H -1.375 2.666 2.307
H -4.561 1.611 4.308
H -4.481 2.052 2.627
H -2.316 -0.376 4.792
H -3.859 -0.435 3.991
H -0.999 1.354 4.791
H -2.511 1.740 5.469
H 0.371 2.412 1.121
H -1.166 1.997 -3.505
H -1.641 5.091 -3.586
H -1.218 4.554 -6.277
H -1.083 2.689 -5.645
H -2.593 3.747 -5.253
H 0.604 5.046 1.261
H -0.751 6.732 -1.995
H 1.387 5.966 -1.624
H -2.968 5.095 2.049
C 0.897 -2.372 2.259
C 0.569 -2.470 3.723
O -0.391 -1.883 4.218
N 1.372 -3.239 4.511
C 2.537 -4.002 4.128
H 0.168 -1.725 1.764
H 1.891 -1.936 2.127
H 0.850 -3.362 1.798
H 1.086 -3.255 5.483
H 2.355 -5.049 4.381
H 3.387 -3.635 4.708
H 2.758 -3.917 3.063
C 7.270 5.416 -1.340
C 6.245 5.578 -2.427
O 6.471 6.225 -3.447
N 5.031 4.980 -2.259
C 4.572 4.184 -1.145
H 8.184 5.949 -1.618
H 6.894 5.841 -0.405
H 7.513 4.359 -1.208
H 4.396 5.134 -3.034
H 4.298 3.197 -1.525
H 3.685 4.666 -0.728
H 5.329 4.079 -0.368
C -4.536 4.988 -6.819
C -3.708 6.243 -6.811
O -2.931 6.507 -5.896
N -3.837 7.103 -7.861
C -4.686 6.978 -9.022
H -4.324 4.406 -5.918
H -5.599 5.241 -6.824
H -4.285 4.379 -7.691
H -3.247 7.924 -7.783
H -4.049 6.988 -9.910
H -5.352 7.843 -9.050
H -5.277 6.062 -9.009
C 4.765 -7.277 3.855
C 4.380 -6.807 2.481
O 3.242 -6.424 2.216
N 5.337 -6.811 1.509
C 6.718 -7.218 1.615
H 3.898 -7.214 4.519
H 5.096 -8.318 3.816
H 5.556 -6.640 4.261
H 5.000 -6.481 0.612
H 7.344 -6.365 1.343
H 6.887 -8.029 0.902
H 6.977 -7.556 2.619
C -7.775 -5.307 -0.463
C -6.611 -4.395 -0.735
O -6.735 -3.173 -0.777
N -5.387 -4.960 -0.940
C -5.036 -6.360 -0.932
H -8.681 -4.710 -0.321
H -7.932 -5.976 -1.313
H -7.595 -5.882 0.449
H -4.656 -4.281 -1.116
H -4.276 -6.514 -0.162
H -4.611 -6.608 -1.908
H -5.893 -7.004 -0.733
C 8.496 -3.881 4.800
C 8.750 -5.324 4.462
O 7.846 -6.082 4.116
N 10.029 -5.788 4.547
C 11.219 -5.066 4.929
H 7.431 -3.661 4.686
H 8.780 -3.685 5.837
H 9.058 -3.234 4.122
H 10.118 -6.768 4.304
H 11.928 -5.116 4.099
H 11.652 -5.564 5.801
H 11.014 -4.022 5.171

The spin multiplicity is 1. Its total charge is +1. The calculated total energy is -12289.51731 hartree.

This record from OMol25 describes the molecule C3H9BS in a non-equilibrium geometry. The level of theory is ωB97M-V with the def2-TZVPD basis set.

CARTESIAN COORDINATES (ANGSTROEM)
C 1.982 1.402 0.455
S 0.382 1.648 -0.292
B -0.695 -0.230 -0.266
C -0.020 -1.239 0.704
C -1.909 -0.305 -1.188
H 2.786 1.087 -0.317
H 1.822 0.645 1.261
H 2.164 2.492 0.763
H 0.265 -2.187 0.160
H -0.898 -1.459 1.451
H 0.767 -0.711 1.231
H -1.994 -1.461 -1.424
H -1.967 0.436 -1.988
H -2.685 -0.119 -0.550

The calculation puts the relative energy (zero: lowest compared OMol25 entry of this formula, charge and spin) at 108.1 kJ/mol. The spin multiplicity is 1. As for the SMILES: CSB(C)C. The calculated total energy is -542.70508 hartree.

This record from OMol25 describes a cluster of 2 separate species, C11H15N in total in a non-equilibrium geometry. The level of theory is ωB97M-V with the def2-TZVPD basis set.

CARTESIAN COORDINATES (ANGSTROEM)
C 0.270 3.314 0.962
C 0.314 1.818 1.023
C -0.081 1.037 2.082
N 0.326 -0.256 1.868
C 1.007 -0.354 0.668
C 1.496 -1.469 -0.005
C 1.907 -1.271 -1.312
C 2.020 0.025 -1.806
C 1.656 1.169 -1.108
C 0.954 0.953 0.092
H -0.150 3.714 0.036
H 1.321 3.601 1.087
H -0.304 3.829 1.733
H -0.572 1.291 3.006
H -0.080 -0.974 2.444
H 1.463 -2.417 0.508
H 2.342 -2.073 -1.883
H 2.543 0.122 -2.750
H 1.839 2.201 -1.372
C -2.519 -2.519 -0.611
C -2.142 -1.046 -0.653
H -3.311 -2.698 0.109
H -2.695 -2.872 -1.632
H -1.651 -3.154 -0.406
H -1.732 -0.735 0.307
H -2.908 -0.376 -1.034
H -1.314 -0.860 -1.352

The calculation puts the relative energy (zero: lowest compared OMol25 entry of this formula, charge and spin) at 57.9 kJ/mol. The spin multiplicity is 1. As for the SMILES: Cc1c[nH]c2ccccc12.CC. The calculated total energy is -482.89311 hartree.